1.
18
Properties=species:S:1:pos:R:3:forces:R:3:nbo_charge:R:1 method="wB97M-V/def2-TZVPD" gap_ev=10.47 relative_energy_kj_mol=176.9 fmax_ha_per_bohr=0.021 lumo_ha=0.02156 total_charge=0 smiles="O=CCCCC=O.O" e_tot_ev=-11488.3534
O -1.333879 -0.733795 2.015418 -0.03 0.23 0.06 -0.5363
C -1.339130 -0.622671 0.816005 0.49 -0.55 0.49 0.4580
C -0.357050 0.229349 0.035889 -0.60 -0.86 -0.19 -0.5261
C 0.914998 0.522326 0.815614 0.74 0.62 0.11 -0.4099
C 2.286897 0.162223 0.150400 -0.76 -0.67 0.07 -0.5086
C 2.139123 -0.515547 -1.194081 0.91 0.42 0.05 0.4326
O 2.424218 -1.674318 -1.347248 -0.26 -0.14 -0.15 -0.5157
H -2.051904 -1.235199 0.249118 0.02 0.11 -0.32 0.1063
H -0.167261 -0.332578 -0.882280 -0.04 0.01 -0.03 0.2239
H -0.980362 1.062693 -0.300781 0.43 0.34 0.06 0.2492
H 1.001318 1.572616 1.049765 -0.36 0.40 0.09 0.2132
H 0.868164 0.037557 1.788235 -0.14 -0.15 -0.06 0.2416
H 2.923569 1.045081 0.129345 -0.01 0.02 -0.41 0.2250
H 2.795459 -0.592473 0.739577 0.10 -0.01 0.28 0.2294
H 1.847286 0.096459 -2.068188 -0.22 0.05 0.05 0.1102
O -3.480554 0.283669 -0.989716 0.17 0.42 -0.39 -0.9453
H -3.692831 1.128293 -0.568817 -0.16 -0.47 0.07 0.4775
H -3.798061 -0.433684 -0.438255 -0.28 0.23 0.22 0.4749

2.
19
Properties=species:S:1:pos:R:3:forces:R:3:mulliken_spin:R:1 method="wB97M-V/def2-TZVPD" gap_ev="5.89 / 6.91" spin_multiplicity=2 fmax_ha_per_bohr=0.085 lumo_ha="-0.20613 / -0.20196" total_charge=+1 s_squared=0.75 e_tot_ev=-16725.3662
C 2.282782 -1.588201 -0.562390 -0.03 -1.32 -0.04 0.0072
O 2.389451 -0.207001 -0.288892 0.40 1.51 -0.73 -0.0196
C 1.353494 0.635361 -0.772628 -2.90 -1.25 3.01 0.0593
H 2.431621 -2.101405 0.395563 0.15 -0.04 -0.39 0.0004
H 1.307313 -1.905557 -0.960147 0.14 0.44 0.10 -0.0032
H 3.051025 -1.873339 -1.302065 -0.28 -0.11 0.42 0.0024
H 1.484733 1.684795 -0.471513 0.07 -0.43 -0.72 -0.0464
H 0.680146 0.182023 -1.521842 0.77 0.78 -0.06 -0.0134
Pb 3.657895 0.961948 -2.156233 -0.09 0.01 0.23 1.0337
O -4.282384 -0.329101 1.024569 0.93 0.38 0.03 -0.0001
C -3.208608 0.172977 1.248543 -0.81 -0.35 0.33 -0.0001
C -2.330442 0.753492 0.158095 -0.67 -0.18 -0.84 0.0008
O -1.134885 1.293422 0.659524 1.66 -0.63 0.19 -0.0026
C -0.063430 0.426895 0.776162 0.30 1.02 -0.89 -0.0180
H -2.809937 0.264680 2.285718 -0.03 -0.02 -0.20 0.0000
H -2.889796 1.568913 -0.325565 0.20 -0.23 0.15 0.0001
H -2.148769 -0.021155 -0.606502 -0.03 0.19 0.19 -0.0003
H 0.567954 0.717420 1.621650 0.02 -0.02 -0.43 -0.0004
H -0.338157 -0.636173 0.797944 0.21 0.24 -0.36 0.0002

3.
20
Properties=species:S:1:pos:R:3:forces:R:3:mulliken_spin:R:1 method="wB97M-V/def2-TZVPD" gap_ev="5.96 / 7.43" spin_multiplicity=6 fmax_ha_per_bohr=0.106 lumo_ha="0.02810 / -0.07217" total_charge=0 s_squared=8.76 e_tot_ev=-16535.8357
O 1.707332 -0.918187 1.443185 -1.20 -5.02 -1.42 0.3111
C 0.740649 -1.879375 1.299068 2.43 1.66 1.89 0.2488
C -0.602493 -1.530056 1.399067 -1.57 1.95 3.24 0.3074
O -1.880654 -0.925796 -0.257047 -0.83 1.78 2.93 0.0611
C -0.992494 -0.303786 -1.156505 -0.15 0.34 -0.19 0.0433
C -0.719924 1.161925 -0.840332 -0.44 0.19 -0.09 -0.0074
O 0.492278 1.397703 -0.125173 -0.47 0.61 -1.67 -0.1078
C 1.644064 1.448287 -0.953255 0.44 -0.05 -0.31 -0.0027
H 0.986908 -2.847885 1.771708 0.12 -0.03 -1.34 0.0040
H -1.331851 -2.318896 1.625484 0.29 0.36 -0.53 0.0048
H -1.448207 -0.345073 -2.156710 0.20 -0.17 0.17 -0.0016
H -0.026628 -0.840096 -1.168767 -0.25 0.01 -0.16 -0.0274
H -0.711573 1.755824 -1.767160 0.12 -0.04 0.30 0.0035
H -1.518841 1.538000 -0.185550 0.16 0.02 -0.26 0.0103
H 2.486659 1.721408 -0.307691 -0.19 -0.04 -0.17 0.0288
H 1.841928 0.468333 -1.411259 -0.02 0.22 0.09 -0.0048
H 1.505990 2.204437 -1.740502 0.04 -0.16 0.24 -0.0014
Rh 0.794437 0.734410 1.837255 1.10 4.52 2.84 4.0431
O -0.945454 -0.254775 1.910868 -0.89 -4.18 -2.09 0.0785
H -2.022126 -0.266403 0.783317 1.11 -2.00 -3.49 0.0087

4.
18
Properties=species:S:1:pos:R:3:forces:R:3:nbo_charge:R:1 method="wB97M-V/def2-TZVPD" gap_ev=9.45 relative_energy_kj_mol=19.9 fmax_ha_per_bohr=0.016 lumo_ha=0.02868 total_charge=0 smiles=CS[C@H]1CCSCO1 e_tot_ev=-29064.7115
C -2.269527 1.401310 0.786823 0.09 -0.38 -0.04 -0.7386
S -1.511676 0.603212 -0.657281 -0.26 -0.15 -0.30 0.1507
C 0.253367 0.765654 -0.205780 0.66 -0.11 0.20 -0.0103
C 0.694597 -0.175843 0.922310 -0.05 -0.24 -0.30 -0.4523
C 0.780030 -1.643971 0.511059 -0.80 0.04 -0.02 -0.5428
S 1.905475 -1.858531 -0.884123 0.27 -0.15 0.02 0.1794
C 1.197782 -0.592837 -1.958204 -0.19 0.01 -0.09 -0.2219
O 1.118301 0.678880 -1.341900 -0.63 -0.07 0.20 -0.5218
H -2.065219 0.817397 1.686119 -0.16 0.08 -0.03 0.2102
H -1.860102 2.395426 0.905754 -0.01 0.30 0.04 0.2138
H -3.356879 1.460698 0.627050 0.48 -0.07 -0.03 0.2401
H 0.384203 1.782485 0.157887 -0.03 0.15 -0.11 0.2019
H 0.033727 -0.050550 1.781845 -0.11 -0.04 -0.05 0.2126
H 1.681829 0.137184 1.239431 0.31 0.18 0.07 0.2196
H 1.142441 -2.248529 1.341905 0.19 0.01 -0.10 0.2339
H -0.215372 -2.044166 0.257535 0.27 0.21 -0.02 0.2208
H 0.226706 -0.931252 -2.346010 -0.01 0.17 0.27 0.1859
H 1.860317 -0.496567 -2.824420 -0.02 0.06 0.29 0.2189

5.
18
Properties=species:S:1:pos:R:3:forces:R:3:nbo_charge:R:1 method="wB97M-V/def2-TZVPD" gap_ev=8.13 relative_energy_kj_mol=263.5 fmax_ha_per_bohr=0.074 lumo_ha=-0.01679 total_charge=0 e_tot_ev=-29062.1869
C -1.042816 2.186156 -0.142176 1.04 1.24 -0.58 -0.6384
C -1.000039 0.641806 -0.513679 -3.01 1.14 0.64 -0.1057
C 0.272666 -1.066124 0.477378 -0.42 -1.66 3.18 -0.0689
C -0.669287 -2.084577 -0.086411 0.01 -2.84 0.09 -0.6570
C 2.665671 0.215073 0.395339 1.70 3.39 0.45 -0.5363
H -1.756472 2.840713 -0.814522 1.63 -1.39 1.16 0.2188
H -1.372923 2.350512 0.964705 0.44 -0.73 -2.08 0.2347
H 0.080144 2.576360 -0.177341 -2.45 -0.49 -0.12 0.2118
H -0.495682 0.222048 -1.464200 -0.47 1.35 1.51 0.2042
H -2.179407 0.348579 -0.592733 2.75 0.13 0.22 0.1719
H 0.650927 -1.627819 1.456389 -1.01 2.10 -1.28 0.2199
H -1.057252 -1.801631 -1.024639 0.01 0.07 -1.56 0.2117
H -1.620113 -2.317967 0.447204 0.94 0.78 0.57 0.2411
H -0.168565 -3.109052 -0.124530 -0.46 1.34 -0.39 0.2283
H 1.975745 0.981865 0.979818 1.82 -1.60 -0.68 0.2459
O -0.411216 0.145558 0.702335 0.78 -0.91 -0.60 -0.5412
S 1.828247 -0.918359 -0.426123 -0.98 -1.96 -1.75 0.4107
S 4.300372 0.416864 -0.056818 -2.33 0.03 1.20 -0.0516

6.
17
Properties=species:S:1:pos:R:3:forces:R:3:nbo_charge:R:1 method="wB97M-V/def2-TZVPD" gap_ev=10.07 relative_energy_kj_mol=31.6 fmax_ha_per_bohr=0.062 lumo_ha=0.02485 total_charge=0 smiles="C=C[Si@@H](O)C1CC1" e_tot_ev=-15271.1442
C 2.597620 -0.581187 0.793218 1.25 -0.71 1.18 -0.3513
C 2.064848 -0.378609 -0.372574 -1.16 1.56 -0.63 -0.6367
Si 0.610703 0.786057 -0.423492 -0.52 -2.93 0.06 1.6699
O -0.241994 0.700931 -1.787731 -0.16 0.86 -3.06 -1.0985
C -0.709189 -0.005907 0.550975 -0.73 0.91 -0.16 -0.7001
C -1.766234 -0.924283 0.051829 -1.84 -1.43 0.12 -0.3990
C -2.177815 0.449135 0.400288 1.65 0.66 -0.59 -0.4024
H 3.567383 -1.057984 0.974348 -0.43 -0.03 -0.04 0.1943
H 2.048561 -0.243559 1.641358 -0.04 0.21 0.98 0.1736
H 2.545754 -0.653467 -1.250384 1.03 -0.72 -1.54 0.2046
H 1.047316 2.048223 -0.026035 0.41 1.80 0.45 -0.2331
H -0.010023 1.025644 -2.678704 -0.05 -0.24 0.99 0.5084
H -0.502737 -0.195136 1.555700 0.42 -0.50 1.61 0.2221
H -2.048779 -1.745815 0.740207 0.19 0.64 -0.40 0.2096
H -2.079802 -1.156683 -0.972783 1.21 -0.05 0.14 0.2278
H -2.260728 1.117297 -0.430407 -0.40 0.11 -0.55 0.2060
H -2.684892 0.815351 1.234183 -0.84 -0.11 1.45 0.2049

7.
16
Properties=species:S:1:pos:R:3:forces:R:3:nbo_charge:R:1 method="wB97M-V/def2-TZVPD" gap_ev="7.43 / 7.35" relative_energy_kj_mol=406.9 fmax_ha_per_bohr=0.051 lumo_ha="-0.24261 / -0.25919" total_charge=+1 e_tot_ev=-14621.9363
C -2.873627 -1.720896 1.987656 1.49 1.00 -1.13 -0.3309
C -2.035091 -1.105401 1.384937 1.01 0.39 -0.76 0.0036
C 1.612019 -1.111888 -0.048591 -0.37 0.06 1.11 -1.0163
C 0.663080 1.592152 0.685153 0.59 0.17 0.13 -0.9890
C -0.319986 0.619734 -1.948495 -0.11 1.42 0.06 -0.9842
P 0.250631 0.056839 -0.263762 -0.36 1.15 0.11 1.4246
H -3.600927 -2.219749 2.513932 -1.24 -0.81 0.93 0.2498
H 1.381723 -1.589696 0.924264 0.44 0.33 -0.27 0.2959
H 2.684853 -0.923442 -0.184704 -0.35 1.19 0.45 0.3107
H 1.503531 -1.862745 -0.749928 -0.80 -1.85 -1.57 0.2762
H -0.189428 2.028294 1.268216 0.69 -0.74 -0.37 0.3018
H 0.887045 2.409550 -0.119199 0.25 -1.54 1.58 0.2848
H 1.540214 1.246741 1.403310 -1.73 1.22 -1.57 0.2924
H -1.408116 0.725964 -2.001464 -0.10 -0.47 0.52 0.3000
H -0.060436 0.128872 -2.909704 0.46 -0.04 1.04 0.3042
H -0.035484 1.725671 -1.941621 0.14 -1.47 -0.25 0.2765

8.
16
Properties=species:S:1:pos:R:3:forces:R:3:nbo_charge:R:1 method="wB97M-V/def2-TZVPD" gap_ev=9.69 relative_energy_kj_mol=78.4 fmax_ha_per_bohr=0.053 lumo_ha=0.03870 total_charge=0 smiles=CC(C)[C@@H]1CS1 e_tot_ev=-16181.6650
C 1.205772 1.388481 0.603538 -0.61 1.15 0.81 -0.6137
C 0.605052 0.799651 -0.622747 -0.52 -1.99 -1.79 -0.2208
C -0.101109 1.869938 -1.480824 0.59 0.19 0.84 -0.6074
C -0.334515 -0.452627 -0.469553 -0.38 1.04 -0.30 -0.3060
C -1.401752 -0.631899 0.570753 -0.09 1.19 0.77 -0.5181
S -0.007679 -1.715982 0.730787 1.07 -0.74 0.57 0.1204
H 0.339743 1.732304 1.252269 1.26 -0.22 -0.30 0.1983
H 1.852741 0.685290 1.126553 -0.22 0.05 0.17 0.2288
H 1.820619 2.279157 0.308637 -0.57 -0.68 0.40 0.2152
H 1.403374 0.294208 -1.206410 -0.05 0.74 0.00 0.2010
H 0.614096 2.659795 -1.714311 0.07 0.08 0.06 0.2095
H -0.871793 2.332657 -0.844039 -0.10 -0.16 -0.53 0.2042
H -0.467828 1.529651 -2.443432 -0.38 -0.29 0.12 0.2141
H -0.630900 -0.844801 -1.446540 0.23 0.11 0.19 0.2199
H -2.271637 -1.224258 0.308647 -0.24 0.62 -0.04 0.2297
H -1.506246 0.170446 1.359027 -0.03 -1.08 -0.97 0.2248

9.
16
Properties=species:S:1:pos:R:3:forces:R:3:nbo_charge:R:1 method="wB97M-V/def2-TZVPD" gap_ev=9.42 relative_energy_kj_mol=90.4 fmax_ha_per_bohr=0.054 lumo_ha=0.03457 total_charge=0 e_tot_ev=-16181.5407
C 1.312527 0.826362 -1.158576 -1.54 -0.11 0.05 -0.6376
C 0.666260 0.091853 0.015292 -1.85 1.04 1.82 -0.0604
C 1.632893 -0.721664 0.941372 -2.34 0.80 0.31 -0.6345
C -0.446880 1.021544 0.893885 2.22 0.27 -0.50 -0.4148
C -1.703014 0.482744 0.245283 0.17 0.38 -1.04 -0.5218
H 0.542719 1.421405 -1.728132 0.86 -0.46 0.67 0.2170
H 1.743598 0.127107 -1.848277 0.20 -0.53 -0.45 0.2145
H 2.115319 1.435515 -0.805954 0.47 0.76 0.26 0.2098
H 1.068067 -1.021952 1.867676 0.34 -0.10 -1.10 0.2155
H 2.434172 -0.125259 1.348340 0.68 0.17 -0.47 0.2117
H 1.900233 -1.585747 0.362256 0.74 -0.50 0.13 0.2177
H -0.276003 0.813733 1.975628 -0.53 -0.09 -0.81 0.2112
H -0.387635 2.122275 0.764221 0.42 -0.55 0.02 0.2042
H -2.490252 0.255092 0.927653 -0.61 -0.38 0.35 0.2170
H -2.097933 1.133400 -0.575165 0.31 -0.37 0.83 0.2068
S -0.832688 -0.923788 -0.494487 0.48 -0.33 -0.07 0.1437

10.
16
Properties=species:S:1:pos:R:3:forces:R:3:nbo_charge:R:1 method="wB97M-V/def2-TZVPD" gap_ev=9.28 relative_energy_kj_mol=455.5 fmax_ha_per_bohr=0.097 lumo_ha=0.03294 total_charge=0 e_tot_ev=-16177.7569
C 2.277037 0.054596 0.423918 2.54 0.69 -0.20 -0.6536
C 1.112490 0.116220 -0.709020 1.37 2.48 2.60 -0.3426
C -0.086722 -0.710430 -0.387629 1.20 -2.18 -0.02 -0.4597
C -0.889561 0.104007 0.583279 -2.16 2.72 -0.42 -0.2944
C -2.383238 0.211736 0.033992 1.14 -2.93 -2.11 -0.6168
H 3.483784 -0.425232 -0.128803 -3.87 1.43 2.05 0.2147
H 1.897364 -0.657241 1.348479 1.23 1.90 -2.37 0.2195
H 2.509741 1.398907 0.943620 -0.55 -4.63 -1.72 0.2394
H 1.315304 0.171427 -1.781539 0.80 -0.10 0.50 0.2286
H 0.361757 -1.568858 0.112446 -1.00 -1.29 -0.82 0.2135
H -0.548402 -0.710932 -1.398085 -0.48 -1.32 1.08 0.2378
H -0.843952 0.023298 1.730758 0.31 -0.22 -1.99 0.2370
H -2.274582 0.327590 -1.110208 -0.27 0.12 1.81 0.2056
H -2.945520 -0.777923 0.121075 0.95 0.82 0.16 0.2030
H -3.101826 0.900006 0.362635 -0.32 1.53 0.95 0.2181
S 0.116324 1.542828 -0.144918 -0.90 0.97 0.51 0.1500

11.
16
Properties=species:S:1:pos:R:3:forces:R:3:nbo_charge:R:1 method="wB97M-V/def2-TZVPD" gap_ev=9.84 relative_energy_kj_mol=153.6 fmax_ha_per_bohr=0.057 lumo_ha=0.03734 total_charge=0 smiles="C=C[C@@H](S)CC" e_tot_ev=-16180.8857
C 0.892994 -1.125612 1.627980 1.24 -1.55 -0.31 -0.3691
C 0.080851 -0.126110 1.406358 -1.71 1.13 -1.53 -0.1999
C -0.734918 -0.226512 0.102523 0.77 -0.53 -0.91 -0.3703
S -2.519337 -0.316799 0.223930 -1.01 1.13 2.53 -0.0289
C -0.440717 0.629736 -1.171618 0.31 -0.41 0.74 -0.3937
C 1.038982 0.729239 -1.473140 -0.34 -0.39 1.26 -0.6106
H 1.206659 -1.898305 0.881206 -1.02 0.76 0.41 0.1957
H 1.365804 -1.335668 2.547926 0.68 0.46 1.08 0.1963
H -0.089487 0.758720 2.059033 0.10 -1.00 -0.21 0.2151
H -0.613266 -1.277889 -0.212575 0.78 0.48 -0.04 0.2085
H -2.589232 0.301560 1.491162 -0.24 -0.64 -1.43 0.1292
H -0.925237 0.004304 -1.904991 -0.38 0.37 -0.76 0.2008
H -0.896155 1.629541 -1.142283 -0.06 -0.39 0.11 0.2072
H 1.498505 -0.252062 -1.512982 0.08 -0.22 -0.42 0.2016
H 1.470482 1.179433 -0.594864 0.57 0.49 0.22 0.2039
H 1.254073 1.326424 -2.327664 0.23 0.30 -0.74 0.2140

12.
16
Properties=species:S:1:pos:R:3:forces:R:3:nbo_charge:R:1 method="wB97M-V/def2-TZVPD" gap_ev=9.50 relative_energy_kj_mol=162.7 fmax_ha_per_bohr=0.078 lumo_ha=0.03671 total_charge=0 smiles=C[C@@H]1CS[C@@H]1C e_tot_ev=-16180.7907
C -1.852436 0.261737 -1.247965 0.96 -2.34 -1.61 -0.6490
C -1.146071 0.032034 0.085758 3.82 -1.06 -0.60 -0.2260
C -0.265108 1.194213 0.758211 -1.50 0.04 1.51 -0.5030
S 1.138913 0.064276 1.242364 -1.16 0.29 -1.37 0.1192
C 0.233148 -0.893551 -0.110997 -1.01 -0.82 0.87 -0.2727
C 0.901552 -0.744495 -1.511144 -0.47 1.75 0.95 -0.6446
H -1.518702 0.802827 -2.145762 1.10 0.58 1.06 0.2266
H -2.099166 -0.687917 -1.815033 0.44 0.24 1.19 0.2145
H -2.782349 0.617410 -1.087707 -3.24 1.53 0.75 0.2127
H -1.741702 -0.562992 0.816277 0.12 0.98 -0.54 0.2242
H -0.730694 1.640966 1.714986 0.62 -0.49 -1.64 0.2198
H 0.011048 2.016211 0.065740 -0.08 -0.67 0.36 0.2149
H 0.112634 -1.989462 0.311453 0.19 2.02 -1.42 0.2191
H 1.918569 -1.054269 -1.447891 0.85 -0.37 0.06 0.2211
H 0.939441 0.359634 -1.799774 -0.13 -1.35 0.46 0.2087
H 0.441803 -1.270454 -2.333308 -0.48 -0.32 -0.02 0.2144